The following is a quantum chemistry calculation of the ion C7H10N with charge +1 in a non-equilibrium geometry, from OMol25.

Positions of all 18 atoms, in Å:
1 N -0.50138 0.91793 0.29698
2 C 0.18405 -3.78356 -0.69246
3 C -0.03736 -2.41519 -0.09361
4 C -0.65032 -0.13128 -0.24843
5 C -0.27670 2.17438 0.58638
6 C -0.69690 -1.51193 -0.82150
7 C -1.19511 3.17122 0.58695
8 C 1.20840 2.53138 0.70912
9 H 1.86169 1.68875 0.09726
10 H 0.63103 -1.88692 0.59763
11 H -2.30515 3.01159 0.64514
12 H -0.24286 -4.68623 -0.18587
13 H 1.62474 2.47165 1.70998
14 H 1.27258 -3.91615 -0.83219
15 H -0.24533 -3.73911 -1.71212
16 H -0.80540 4.10205 0.84079
17 H 1.38899 3.55069 0.29787
18 H -1.21496 -1.54929 -1.78193

Net charge: +1
Relative energy (zero: lowest compared OMol25 entry of this formula, charge and spin) in kcal per mole: 55.35
Kohn-Sham gap in eV: 9.0
F_max in eV/Å: 8.48
Calculated total energy in Eh: -327.1128

=====

The following is a quantum chemistry calculation of a structure of composition C7H10N2 in a non-equilibrium geometry, from OMol25.

Positions of all 19 atoms, in Å:
1 N 0.75414 0.87521 -0.02232
2 N -0.21568 -1.91920 0.15937
3 C -1.05224 -0.79070 0.04197
4 C -1.17077 2.00227 0.14477
5 C -0.54351 0.56909 -0.09413
6 C 1.01353 -1.55177 0.04099
7 C 1.55920 -0.22665 -0.15089
8 C -2.46783 -1.12307 -0.06919
9 C 2.98450 0.01989 0.01863
10 H -3.02824 -0.76915 -0.93957
11 H 1.90185 -2.29797 0.23162
12 H -1.93729 2.26155 -0.70876
13 H -2.34061 -2.17207 -0.26517
14 H 2.82942 1.18821 -0.64332
15 H 3.56073 -0.55362 -0.58516
16 H -3.04001 -0.68689 0.73798
17 H -1.80150 2.33343 0.96011
18 H -0.43441 2.73363 0.03852
19 H 3.42874 0.10780 1.10456

Relative energy (zero: lowest compared OMol25 entry of this formula, charge and spin) in kcal per mole: 82.28
Kohn-Sham gap in eV: 9.2
F_max in eV/Å: 5.93
Calculated total energy in Eh: -382.1210

=====

The following is a quantum chemistry calculation of an isolated molecule of C7H10N2 in a non-equilibrium geometry, from OMol25.

Positions of all 19 atoms, in Å:
1 N 0.17223 -2.54695 -1.41264
2 N -1.24174 -2.13237 -1.45727
3 C 0.54970 -1.25665 -0.88894
4 C 1.55813 -0.46307 -0.78507
5 C -1.30297 -0.07128 0.23919
6 C 1.17079 0.86608 -0.06130
7 C -0.50049 2.07255 1.55013
8 C -0.06853 0.67311 0.91017
9 C -0.85925 -1.02819 -0.57399
10 H 2.56092 -0.67105 -0.98087
11 H -2.30549 0.11932 0.68108
12 H 0.50794 2.60145 1.38309
13 H 0.71029 -2.74232 -2.33214
14 H 0.06881 -0.04017 1.74389
15 H -1.21938 2.54554 0.82110
16 H -1.90966 -2.73393 -1.05861
17 H 1.97754 1.10521 0.55384
18 H -1.02851 2.07854 2.53461
19 H 1.15967 1.62417 -0.86628

Relative energy (zero: lowest compared OMol25 entry of this formula, charge and spin) in kcal per mole: 103.94
Kohn-Sham gap in eV: 8.8
F_max in eV/Å: 3.41
Calculated total energy in Eh: -382.0865

=====

The following is a quantum chemistry calculation of a structure of composition C7H10N2 in a non-equilibrium geometry, from OMol25.

Positions of all 19 atoms, in Å:
1 N 0.78501 0.85617 -2.28220
2 N -0.50853 -1.16203 1.02364
3 C -0.03518 -1.01252 -1.25420
4 C -0.94171 -1.82280 2.27955
5 C 0.43740 0.35863 -1.23263
6 C 1.24487 2.35588 -2.15433
7 C -0.12509 0.14308 1.19362
8 C -0.54110 -1.65796 -0.11925
9 C 0.24362 0.90800 0.16430
10 H -0.11105 -2.21214 3.03676
11 H 1.30467 3.03181 -3.20785
12 H 0.06888 -1.47068 -2.10022
13 H -1.59429 -2.99389 2.10626
14 H -0.97059 -2.78355 -0.02649
15 H 0.28254 3.03114 -1.46588
16 H -1.70422 -1.02677 2.93665
17 H 1.84244 2.29742 -1.35563
18 H -0.19137 0.72094 2.17720
19 H 0.51369 2.43927 0.28070

Relative energy (zero: lowest compared OMol25 entry of this formula, charge and spin) in kcal per mole: 187.54
Kohn-Sham gap in eV: 8.1
F_max in eV/Å: 8.99
Calculated total energy in Eh: -381.9533